[1]
{"formula": "C12H22ClO3Pd", "method": "ωB97M-V with the def2-TZVPD basis set", "total_charge": 1, "e_homo_ev": -10.00, "homo_lumo_gap_ev": 2.209, "e_lumo_ha": -0.28638, "species": ["C", "C", "O", "C", "C", "C", "C", "C", "C", "C", "O", "O", "C", "Cl", "C", "C", "H", "H", "H", "H", "H", "H", "H", "H", "H", "H", "H", "H", "H", "H", "H", "H", "H", "H", "H", "H", "H", "H", "Pd"], "positions_angstrom": [[3.82, 0.52, 1.60], [3.99, -0.03, 0.03], [3.07, -1.12, -0.31], [1.74, -0.57, -0.73], [0.82, -1.71, -1.44], [-0.75, -1.22, -1.77], [-0.81, 0.45, -1.86], [-1.14, 1.21, -0.46], [-2.75, 1.64, -0.28], [-2.87, 3.28, -0.30], [-2.93, 3.99, 0.83], [-2.86, 3.91, -1.66], [-1.78, -1.75, -0.57], [-2.33, -3.46, -1.19], [-1.08, -2.02, 0.87], [-2.27, -1.77, 2.03], [3.94, -0.41, 2.30], [2.75, 1.04, 1.68], [4.66, 1.35, 1.79], [3.88, 0.93, -0.64], [5.11, -0.40, -0.13], [2.00, 0.27, -1.53], [1.29, -0.05, 0.22], [0.86, -2.78, -0.95], [1.28, -1.86, -2.53], [-1.74, 0.66, -2.59], [0.13, 0.89, -2.46], [-0.58, 2.26, -0.51], [-0.73, 0.70, 0.51], [-3.03, 1.24, 0.81], [-3.44, 1.08, -1.05], [-1.96, 3.67, -2.09], [-2.79, -1.13, -0.54], [-0.70, -3.14, 0.93], [-0.21, -1.31, 1.17], [-2.64, -2.80, 2.45], [-1.82, -1.06, 2.87], [-3.20, -1.19, 1.60], [5.06, 0.68, 3.89]]}

[2]
{"formula": "C12H22F3INO", "method": "ωB97M-V with the def2-TZVPD basis set", "total_charge": -1, "e_homo_ev": -2.50, "homo_lumo_gap_ev": 5.101, "e_lumo_ha": 0.09541, "de_lowest_kj_mol": 420.8, "species": ["O", "C", "I", "C", "C", "C", "C", "C", "F", "F", "F", "H", "H", "H", "H", "H", "H", "H", "C", "C", "N", "C", "C", "C", "C", "H", "H", "H", "H", "H", "H", "H", "H", "H", "H", "H", "H", "H", "H", "H"], "positions_angstrom": [[4.26, 4.89, 0.57], [4.32, 3.55, 0.57], [6.01, 2.46, 1.52], [3.18, 2.59, -0.15], [1.92, 3.40, -0.80], [0.68, 3.61, 0.30], [-0.66, 2.72, -0.08], [-2.05, 3.29, 0.62], [-2.59, 2.24, 1.56], [-3.07, 3.71, -0.39], [-1.81, 4.49, 1.49], [2.78, 1.73, 0.53], [3.75, 2.06, -1.05], [2.28, 4.50, -1.08], [0.37, 4.75, 0.19], [1.05, 3.43, 1.42], [-0.78, 2.68, -1.25], [-0.58, 1.58, 0.27], [-2.23, -1.03, -1.59], [-1.06, -2.00, -1.43], [-0.40, -1.94, -0.12], [0.85, -2.71, -0.07], [0.75, -4.23, -0.24], [-1.27, -2.11, 1.05], [-2.06, -3.41, 1.15], [-1.91, 0.01, -1.43], [-2.64, -1.11, -2.60], [-3.05, -1.25, -0.89], [-0.33, -1.74, -2.20], [-1.41, -3.01, -1.66], [1.38, -2.50, 0.87], [1.51, -2.33, -0.86], [0.40, -4.72, 0.67], [1.75, -4.63, -0.45], [0.10, -4.52, -1.07], [-1.97, -1.27, 1.08], [-0.67, -1.98, 1.97], [-2.49, -3.72, 0.20], [-2.89, -3.28, 1.86], [-1.45, -4.22, 1.54]]}

[3]
{"formula": "C12H22F3N4", "method": "ωB97M-V with the def2-TZVPD basis set", "total_charge": 1, "e_homo_ev": -12.26, "smiles": "CCC[C@@H](C)N1C[C@@H](CCC(F)=C(F)F)N(N)C1=[NH2+]", "homo_lumo_gap_ev": 8.439, "e_lumo_ha": -0.14030, "species": ["C", "C", "C", "C", "C", "N", "C", "C", "C", "C", "C", "F", "C", "F", "F", "N", "N", "C", "N", "H", "H", "H", "H", "H", "H", "H", "H", "H", "H", "H", "H", "H", "H", "H", "H", "H", "H", "H", "H", "H", "H"], "positions_angstrom": [[-2.24, 1.40, -1.99], [-3.36, 1.25, -0.97], [-3.04, 0.44, 0.31], [-1.69, 0.70, 0.98], [-1.88, 1.42, 2.33], [-0.96, -0.59, 1.30], [0.38, -0.47, 1.92], [1.31, -0.30, 0.72], [2.79, -0.49, 1.03], [3.71, 0.38, 0.17], [3.76, -0.10, -1.25], [3.70, 0.86, -2.21], [3.79, -1.38, -1.65], [4.39, -2.36, -0.97], [3.20, -1.83, -2.77], [0.69, -1.21, -0.24], [0.55, -0.65, -1.57], [-0.63, -1.39, 0.24], [-1.43, -2.29, -0.24], [-1.93, 0.45, -2.40], [-1.40, 1.97, -1.61], [-2.63, 1.99, -2.82], [-4.16, 0.71, -1.47], [-3.79, 2.22, -0.73], [-3.82, 0.69, 1.02], [-3.20, -0.61, 0.08], [-1.03, 1.33, 0.39], [-2.90, 1.77, 2.46], [-1.60, 0.80, 3.17], [-1.24, 2.31, 2.36], [0.47, 0.20, 2.76], [0.57, -1.48, 2.29], [1.21, 0.76, 0.44], [3.05, -1.53, 0.85], [3.00, -0.31, 2.09], [3.29, 1.38, 0.14], [4.71, 0.43, 0.60], [0.73, -1.35, -2.27], [1.16, 0.14, -1.69], [-1.37, -2.63, -1.19], [-2.15, -2.63, 0.38]]}

[4]
{"formula": "C12H22F6O5PRb", "method": "ωB97M-V with the def2-TZVPD basis set", "e_homo_ev": -10.22, "homo_lumo_gap_ev": 10.085, "e_lumo_ha": -0.00497, "de_lowest_kj_mol": 191.0, "species": ["Rb", "P", "F", "F", "F", "F", "F", "F", "C", "C", "C", "O", "C", "H", "H", "H", "H", "H", "H", "H", "H", "C", "C", "C", "O", "C", "H", "H", "H", "H", "H", "H", "H", "H", "C", "C", "C", "O", "C", "O", "O", "H", "H", "H", "H", "H", "H"], "positions_angstrom": [[-14.44, 25.91, 24.73], [-12.82, 24.04, 27.33], [-11.90, 25.00, 28.25], [-14.08, 25.07, 27.42], [-12.18, 24.78, 26.01], [-13.70, 23.22, 26.28], [-11.76, 22.84, 27.38], [-13.35, 23.22, 28.60], [-16.23, 30.20, 25.18], [-16.32, 29.95, 26.64], [-16.58, 28.49, 26.70], [-16.35, 27.99, 25.36], [-16.75, 28.94, 24.43], [-15.23, 30.49, 24.84], [-16.76, 31.12, 24.91], [-17.16, 30.46, 27.11], [-15.35, 30.24, 27.04], [-17.58, 28.21, 27.01], [-15.96, 28.03, 27.47], [-17.82, 28.80, 24.33], [-16.40, 28.81, 23.40], [-12.13, 29.86, 24.75], [-11.58, 29.27, 26.00], [-11.13, 27.85, 25.70], [-12.07, 27.51, 24.64], [-12.33, 28.71, 23.83], [-11.35, 30.48, 24.30], [-13.00, 30.50, 24.82], [-12.27, 29.39, 26.83], [-10.73, 29.88, 26.31], [-11.10, 27.16, 26.55], [-10.11, 27.85, 25.32], [-13.34, 28.64, 23.45], [-11.72, 28.74, 22.92], [-21.66, 25.39, 26.55], [-20.61, 24.58, 25.83], [-20.53, 24.87, 24.34], [-19.18, 25.04, 24.12], [-18.50, 25.07, 25.25], [-17.26, 25.21, 25.29], [-19.28, 24.95, 26.27], [-21.43, 25.28, 27.61], [-22.72, 25.21, 26.40], [-21.64, 26.47, 26.39], [-20.77, 23.52, 26.04], [-21.06, 25.77, 24.03], [-20.97, 24.17, 23.64]]}